Formula: C34H28Cl2MnNO2S3Sb
Source: the Open Molecules 2025 dataset
Level of theory: ωB97M-V with the def2-TZVPD basis set

Calculated values
HOMO-LUMO gap (spin up / spin down) in Eh: 0.2730 / 0.2761
Maximum force in Eh/bohr: 0.004
Relative energy (zero: lowest compared OMol25 entry of this formula, charge and spin) in kcal per mole: 25.0
E_tot in eV: -136706.839
Multiplicity: 6
HOMO level (spin up / spin down) in eV: -7.8865 / -8.0108

Each line ends with the Löwdin spin population.
Cartesian coordinates (Å):
H (0.9114, -3.3967, -4.8584)  0.000
H (-0.2344, 1.2947, -2.4786)  0.000
C (-4.8456, 1.0411, -3.2559)  0.000
N (0.8943, -3.2255, 1.5806)  0.040
Cl (0.5693, 3.1335, 0.8582)  0.002
C (-0.8824, 2.0994, -2.1508)  0.001
C (-1.2838, 4.4478, -1.8989)  0.000
H (-0.9773, 5.4771, -2.0357)  0.000
O (1.4382, -4.2387, -0.5477)  0.041
H (-4.0120, -6.1608, 2.0351)  0.000
C (-0.9510, -6.5192, 0.6243)  0.000
C (-6.2996, -1.2579, -3.6991)  0.000
C (1.9003, 1.0707, -0.3049)  0.012
C (-0.3516, -3.1884, 2.1679)  0.010
H (0.4889, 3.6197, -2.7882)  0.000
H (2.7517, 4.3765, -0.2998)  0.000
C (-2.1065, 1.8041, -1.5590)  0.001
H (0.3925, -4.1037, -2.5379)  0.001
H (-4.6641, 3.5070, -0.0238)  0.000
H (-0.2276, -1.4366, -5.8119)  0.000
C (2.8482, 3.3216, -0.5149)  0.000
C (-0.8775, -2.4062, -2.1680)  0.016
C (-2.9939, -5.9123, 1.7661)  0.000
H (-1.1463, -2.7410, -1.1612)  0.005
C (-4.1707, 2.5768, -0.3028)  0.000
C (-2.2605, -6.8036, 0.9834)  0.000
H (-5.5878, -3.3722, -2.3797)  0.000
S (1.1757, -4.6440, 0.8627)  0.010
H (-4.7299, -2.5041, -1.1056)  0.000
C (-0.4675, 3.4118, -2.3245)  0.000
C (-2.0856, 0.1187, -4.7561)  0.000
C (-4.8317, -2.6115, -2.1888)  0.000
H (-7.5272, -0.0684, -4.9919)  0.000
C (3.9326, 2.8358, -1.2276)  0.004
H (-2.7159, -7.7286, 0.6562)  0.000
H (-3.9534, 2.0252, 0.6156)  0.000
C (-2.9021, 2.8481, -1.0697)  0.000
C (-1.3002, -0.9392, -4.0279)  0.001
S (0.5820, 0.0707, 0.2633)  0.056
H (4.8806, 1.0613, -1.9896)  0.001
C (-0.4001, -1.7057, -4.7761)  0.007
C (-2.4433, -4.7183, 2.2079)  0.000
C (-1.1396, -4.4216, 1.8440)  0.001
H (-0.3641, -7.2055, 0.0292)  0.000
H (-4.8831, 1.9847, -0.8820)  0.000
H (4.6988, 3.5085, -1.5862)  0.000
O (2.1737, -5.4899, 1.4326)  0.005
C (-0.4307, -5.3168, 1.0619)  0.002
C (-2.4845, 4.1617, -1.2683)  0.000
H (-3.0282, -0.3050, -5.1119)  0.000
H (-2.9990, -4.0186, 2.8176)  0.000
C (-5.9410, 1.0762, -4.1069)  0.000
H (-1.5315, 0.4802, -5.6226)  0.000
H (-2.3358, 0.9685, -4.1289)  0.000
Cl (3.3171, -1.0788, -1.2976)  0.053
H (-6.2169, 2.0017, -4.5962)  0.000
C (-0.0323, -3.1960, -2.9401)  0.012
C (-5.2042, -1.3045, -2.8402)  0.000
C (4.0355, 1.4771, -1.4594)  0.001
Sb (-2.7704, -0.2176, -1.2723)  0.001
C (-1.4915, -1.2526, -2.6766)  0.007
H (-4.2665, 1.9464, -3.1107)  0.000
Mn (1.2027, -2.1044, -0.3268)  4.677
C (1.8685, 2.4582, -0.0601)  0.004
H (-3.1053, 4.9715, -0.9026)  0.000
C (-6.6711, -0.0804, -4.3295)  0.000
H (-3.8782, -2.9841, -2.5709)  0.000
H (-6.8707, -2.1627, -3.8734)  0.000
C (0.2373, -2.8111, -4.2468)  0.001
S (-0.9529, -1.9366, 3.0169)  0.019
C (-4.4640, -0.1351, -2.6169)  0.000
C (3.0368, 0.6411, -0.9934)  0.008